Computed, not measured: a molecular structure, C25H27AgN10S, with wB97M-V/def2-TZVPD.

Atoms and positions in Å:
Ag: 0.484 0.165 -0.142
C: 1.281 4.741 0.192
C: 0.732 3.386 -0.158
N: 0.582 2.442 0.703
N: 0.873 2.700 1.985
C: 0.741 1.683 2.818
N: 0.924 2.016 4.121
S: 0.433 0.017 2.508
C: 0.281 3.100 -1.532
C: 0.366 4.051 -2.553
C: -0.144 3.751 -3.805
C: -0.735 2.516 -4.020
C: -0.756 1.618 -2.962
N: -0.257 1.891 -1.766
H: 1.745 4.688 1.172
H: 0.479 5.484 0.232
H: 2.021 5.075 -0.539
H: 1.189 2.958 4.352
H: 0.946 1.287 4.805
H: 0.818 5.016 -2.373
H: -0.085 4.479 -4.604
H: -1.167 2.257 -4.977
H: -1.198 0.633 -3.074
C: 4.814 1.384 -0.641
C: 3.440 1.333 -0.895
N: 2.734 0.222 -0.880
C: 3.376 -0.936 -0.620
C: 4.766 -0.996 -0.399
C: 5.483 0.212 -0.401
C: 5.404 -2.255 -0.166
C: 4.686 -3.398 -0.139
C: 3.272 -3.380 -0.342
C: 2.498 -4.551 -0.307
C: 1.147 -4.468 -0.520
C: 0.583 -3.210 -0.759
N: 1.274 -2.092 -0.775
C: 2.606 -2.160 -0.579
H: 5.326 2.337 -0.640
H: 2.892 2.238 -1.129
H: 6.550 0.196 -0.219
H: 6.476 -2.266 -0.014
H: 5.168 -4.350 0.048
H: 2.985 -5.500 -0.117
H: 0.518 -5.349 -0.505
H: -0.480 -3.118 -0.959
C: -4.983 -0.548 2.643
C: -5.488 -1.638 1.701
C: -6.216 -1.037 0.499
C: -4.355 -2.579 1.254
N: -3.380 -1.929 0.401
C: -2.329 -1.165 0.734
N: -1.786 -0.718 -0.372
N: -2.513 -1.230 -1.384
N: -3.468 -1.958 -0.938
H: -5.817 0.060 2.994
H: -4.284 0.120 2.136
H: -4.482 -0.972 3.515
H: -6.190 -2.272 2.252
H: -5.582 -0.314 -0.016
H: -7.119 -0.521 0.825
H: -6.497 -1.810 -0.218
H: -4.765 -3.411 0.685
H: -3.830 -2.971 2.125
H: -1.985 -0.956 1.736

Kohn-Sham gap = 6.86 eV
E_LUMO = 0.0036 hartree
Multiplicity = 1